# C10H14BClN6Re

A molecular structure, C10H14BClN6Re (the ωB97M-V functional and the def2-TZVPD basis, OMol25).

```
33
Properties=species:S:1:pos:R:3:forces:R:3
C 2.83370 -0.24673 1.21259 -3.62 0.15 0.66
N 1.57634 -0.13061 0.71792 2.72 -1.31 1.90
N 1.68069 0.04669 -0.63994 2.60 -0.25 -0.91
C 2.98150 0.07503 -0.98930 -3.56 0.23 -1.71
C 3.74285 -0.10066 0.15940 2.02 0.00 0.40
B 0.42492 0.14801 -1.51199 -0.41 0.86 -1.14
N -0.60548 -0.93571 -1.12254 0.08 -0.50 -0.43
N -1.09656 -1.19148 0.17134 1.09 -0.82 0.22
C -1.87717 -2.32495 0.07643 -0.04 0.07 -1.49
C -1.85034 -2.78271 -1.23906 -1.15 -0.65 1.91
C -1.04552 -1.89796 -1.94864 1.08 1.87 0.44
Re -0.25515 -0.41229 1.84978 -1.18 7.51 -1.45
N -0.17053 1.54849 -1.25893 -0.26 1.55 -1.74
N -0.52959 1.85066 0.03278 -1.01 1.16 1.66
C -1.02263 3.08189 0.04805 0.53 -1.75 0.99
C -0.98527 3.60467 -1.25957 -0.45 1.08 0.30
C -0.42140 2.60043 -2.05742 1.06 -2.94 -0.23
H -1.37930 3.55180 0.94862 -0.06 0.09 0.13
H -0.21117 2.58016 -3.11684 0.00 0.08 -0.12
H -1.32769 4.55830 -1.57470 -0.25 0.79 -0.32
H 0.74489 0.09242 -2.66197 -0.15 -0.33 0.20
H -0.71909 -1.84730 -2.97642 -0.17 -0.33 -0.25
H 3.23433 0.20666 -2.03366 0.35 0.00 0.01
H -2.36386 -3.64984 -1.61377 -0.05 -0.26 -0.15
H 4.81278 -0.11012 0.22473 0.54 -0.04 0.04
H -2.36822 -2.70687 0.95203 -0.18 -0.27 -0.27
H 2.96336 -0.39622 2.27236 0.43 -0.08 0.10
H -2.39969 -0.42727 2.37301 -0.55 0.70 -0.57
C -1.75018 -1.16816 2.86141 0.33 -2.78 1.06
H -2.16783 -2.18631 2.70181 -0.19 0.84 0.68
H 0.60010 -1.60069 2.16385 1.27 -3.00 1.16
H -1.61625 -0.92714 3.93034 0.06 -0.43 -0.04
Cl 0.56748 1.09783 3.30827 -0.88 -1.26 -1.05
```
Positions in Å, forces in eV/Å.

E_tot: -1279.36841 a.u.
largest force on an atom: 7.7 eV/A
molecular weight: 450.736 g/mol
2S+1: 4
net charge: +4
energy above the lowest of the compared OMol25 structures with the same formula, charge and spin: 0.0 kcal per mole


# C3H7N3O2

A molecular structure, C3H7N3O2 (the ωB97M-V functional and the def2-TZVPD basis, OMol25).

```
15
Properties=species:S:1:pos:R:3:forces:R:3
C -1.17618 1.77964 0.05631 1.27 0.77 -2.29
C -0.76815 0.26664 0.17127 0.33 5.62 2.77
C 1.97206 -0.74237 -0.15814 -0.75 -0.75 2.87
H -0.98508 2.18539 1.10686 0.19 0.10 -1.83
H -2.26014 2.00567 -0.21051 1.40 -0.89 0.37
H -0.50779 2.33596 -0.99904 -1.76 -1.50 3.88
H 0.52330 -1.97515 0.99057 -0.25 0.80 0.16
H 2.51934 -1.73616 -0.33444 -0.96 1.31 -0.64
H 2.82212 0.58479 -1.31697 0.11 -0.56 1.90
H -2.61141 -1.98848 -0.51952 5.15 -0.21 1.51
N 0.87646 -1.03656 0.81180 3.99 2.42 -1.34
N 2.35329 0.46811 -0.37268 -1.12 -1.35 -1.99
N -1.49859 -0.58566 -0.30547 -1.13 10.34 -2.87
O 0.22253 0.19705 1.23554 -0.89 -3.71 -2.57
O -1.48174 -1.75886 -0.15559 -5.59 -12.38 0.06
```
Positions in Å, forces in eV/Å.

E_tot: -432.95486 a.u.
largest force on an atom: 13.6 eV/A
molecular weight: 117.108 g/mol
net charge: 0
energy above the lowest of the compared OMol25 structures with the same formula, charge and spin: 230.9 kcal per mole


# C3H7O3

2 unconnected molecules or ions with the total composition C3H7O3 (the ωB97M-V functional and the def2-TZVPD basis, OMol25).

```
13
Properties=species:S:1:pos:R:3:forces:R:3
O -1.26872 -1.78048 0.22413 -0.16 -0.20 -0.06
C -0.44109 -0.88655 -0.00594 0.13 0.37 0.13
O -0.54326 0.06567 -0.83297 0.03 -0.13 0.20
C 0.86753 -0.92137 0.83586 -0.08 -0.72 -0.56
C 0.99050 0.24247 1.81281 -0.04 -0.30 0.57
H 1.70411 -0.94836 0.13200 0.00 0.31 -0.07
H 0.88793 -1.90777 1.31655 -0.01 0.33 0.25
H 0.75606 -0.08918 2.83167 -0.16 0.05 -0.10
H 0.29340 1.04328 1.56146 0.23 0.07 -0.12
H 2.00914 0.62366 1.87880 0.02 0.23 -0.17
H -0.32285 1.76124 -1.27364 -0.04 -0.09 -0.11
H 0.74463 2.08783 -2.25190 -0.12 0.16 0.00
O 0.00241 2.51973 -1.81213 0.21 -0.08 0.05
```
Positions in Å, forces in eV/Å.

E_tot: -344.30176 a.u.
largest force on an atom: 0.9 eV/A
molecular weight: 91.086 g/mol
net charge: -1
energy above the lowest of the compared OMol25 structures with the same formula, charge and spin: 5.3 kcal per mole


# C5H5NO2

A single C5H5NO2 molecule (the ωB97M-V functional and the def2-TZVPD basis, OMol25).

```
13
Properties=species:S:1:pos:R:3:forces:R:3
O -0.07810 -1.85315 -1.13243 -0.45 4.85 0.78
C -0.13645 -0.59818 -1.01706 0.62 -1.76 -0.51
C 0.04822 0.50848 -2.02712 0.36 -0.43 -0.56
C 0.14487 1.69185 -1.35014 -2.83 1.68 -1.93
N 0.25356 1.56099 0.07506 -2.75 -5.08 -0.03
C -0.22841 0.29056 0.28003 4.61 1.15 3.20
C 0.16902 -0.37154 1.76841 -2.73 -0.36 0.80
O -0.46610 -1.69869 2.11807 -1.36 7.80 4.53
H 0.01101 0.21887 -3.10115 -0.15 0.89 0.94
H -0.32975 2.78185 -1.73290 2.27 -3.02 0.79
H 1.25422 -0.56118 2.02199 -1.00 1.02 -0.97
H -0.35592 0.34725 2.54523 1.50 -1.40 -1.54
H -0.28617 -2.31708 1.55201 1.92 -5.35 -5.50
```
Positions in Å, forces in eV/Å.

E_tot: -398.59833 a.u.
largest force on an atom: 9.1 eV/A
molecular weight: 111.100 g/mol
net charge: 0
SMILES string: O=C1C=CN=C1CO
energy above the lowest of the compared OMol25 structures with the same formula, charge and spin: 113.0 kcal per mole


# C3H6FNOS2

A single C3H6FNOS2 molecule (the ωB97M-V functional and the def2-TZVPD basis, OMol25).

```
14
Properties=species:S:1:pos:R:3:forces:R:3
O 3.47740 -0.06844 0.32758 -0.56 -0.09 0.18
C 2.12422 0.14490 0.74060 -0.19 -0.29 -0.57
C 1.15569 -0.32518 -0.39584 0.40 0.25 0.84
F 1.16524 -1.73280 -0.58784 -0.09 0.94 0.57
C -0.25258 0.22594 -0.18041 0.35 1.41 -0.24
S -0.49419 1.87772 -0.23926 -0.02 -1.11 0.04
N -1.16248 -0.71532 0.01547 -0.33 -0.75 -0.07
S -2.83833 -0.56027 0.33928 0.27 0.12 0.14
H 3.60442 0.44455 -0.48735 0.05 -0.18 0.42
H 1.96516 1.22084 0.91534 -0.26 -0.43 -0.11
H 1.88299 -0.39795 1.67416 0.55 0.08 -0.48
H 1.56950 0.09589 -1.29244 -0.11 0.16 -0.68
H -0.78056 -1.65378 -0.06303 -0.46 -0.02 -0.03
H -3.25430 0.08744 -0.77155 0.39 -0.10 0.00
```
Positions in Å, forces in eV/Å.

E_tot: -1144.11391 a.u.
largest force on an atom: 1.5 eV/A
molecular weight: 155.219 g/mol
net charge: 0
SMILES string: OC[C@@H](F)C(=S)NS
energy above the lowest of the compared OMol25 structures with the same formula, charge and spin: 0.0 kcal per mole